ORCA calculation (ωB97M-V with the def2-TZVPD basis set) on a structure of composition C7H12ClN4O3 at a distorted geometry.

```
! RIJCOSX wB97M-V def2-TZVPD def2/J DEFGRID3
* xyz 1 1
C -2.08 -0.35 -0.53
C -1.80 -2.74 -0.26
C 0.87 0.72 1.04
C 0.20 0.55 -0.32
C 2.18 1.52 1.02
C -0.07 1.08 2.21
C 0.55 0.55 -2.77
N -1.25 0.71 -0.44
N -1.43 -1.50 -0.08
N 0.52 -0.90 -0.23
N 1.00 -0.71 0.96
O -3.23 -0.27 -0.90
O -0.94 -3.67 0.07
O 0.76 1.14 -1.43
Cl -3.23 -3.23 -0.83
H 1.93 2.54 0.72
H 2.73 1.09 0.20
H 2.67 1.66 2.00
H 0.61 1.50 2.99
H -0.72 0.34 2.50
H -0.58 2.02 1.97
H -0.47 0.12 -2.84
H 1.08 -0.40 -2.63
H 0.80 1.29 -3.51
H -1.58 1.66 -0.88
H 1.68 -1.29 1.36
H -0.18 -3.42 0.62
*
```

Calculated values
**DFT total energy**: -1178.4933 Ha
**HOMO-LUMO gap (spin up / spin down)**: 0.3127 / 0.3127 Ha
**Energy above the lowest of the compared OMol25 structures with the same formula, charge and spin**: 51.10 kcal per mole

=====

ORCA calculation (ωB97M-V with the def2-TZVPD basis set) on the ion C4H8N3 with charge +1 at a distorted geometry.

```
! RIJCOSX wB97M-V def2-TZVPD def2/J DEFGRID3
* xyz 1 1
C 2.05 -0.23 -0.05
C 1.34 0.98 0.07
C 1.04 -1.23 -0.10
C -1.50 -1.19 0.03
N 0.02 0.74 0.04
N -0.17 -0.62 -0.09
N -0.94 1.61 0.30
H 3.16 -0.15 0.10
H 1.77 1.97 -0.14
H 1.02 -2.32 -0.14
H -2.06 -1.22 0.98
H -2.04 -0.37 -0.61
H -1.47 -2.13 -0.52
H -1.65 1.66 -0.36
H -0.57 2.49 0.49
*
```

Calculated values
**DFT total energy**: -321.1502 Ha
**HOMO-LUMO gap**: 0.3772 Ha
**SMILES**: C[n+]1cccn1N
**Energy above the lowest of the compared OMol25 structures with the same formula, charge and spin**: 88.54 kcal per mole